C25H44OP2Tm as an isolated structure in a non-equilibrium geometry. Source: OMol25; level of theory: wB97M-V/def2-TZVPD.

```
73
Properties=species:S:1:pos:R:3:mulliken_spin:R:1
Tm 1.4599 -0.6517 2.4852 1.035
C -1.0898 -1.0516 3.2010 0.039
C -0.7916 -2.2179 2.4510 -0.012
C 0.7718 -2.0517 4.1467 0.019
C -0.1243 -0.9391 4.2440 -0.006
C 0.3805 -2.8201 2.9938 -0.047
C -2.3350 -0.2663 3.0977 -0.012
H -2.6631 -0.1337 2.0600 0.003
H -2.2278 0.7433 3.5074 0.000
H -3.1844 -0.7304 3.6376 0.000
C -0.0250 0.2092 5.1693 0.017
H -1.0135 0.6521 5.3489 0.000
H 0.6129 1.0227 4.7660 0.001
H 0.4097 -0.0951 6.1207 -0.001
C 2.1197 -2.0697 4.7548 -0.011
H 2.0511 -1.7327 5.8048 0.000
H 2.8705 -1.3964 4.2401 0.005
H 2.5091 -3.0952 4.7311 -0.003
C 1.0971 -3.9920 2.4285 -0.030
H 0.8195 -4.8864 3.0113 0.001
H 2.1896 -3.8615 2.4831 -0.007
H 0.8082 -4.1433 1.3741 0.007
C -1.6453 -2.8148 1.3909 0.009
H -1.5808 -3.9122 1.4186 -0.001
H -1.3392 -2.4845 0.3824 0.001
H -2.7073 -2.5470 1.5274 -0.001
C -1.4739 2.2819 0.0061 0.015
C -2.6107 1.5745 0.0813 -0.017
C -2.9229 0.2808 -0.5977 0.169
C -2.1715 0.0561 -1.9540 0.048
C -0.9335 -0.6931 -1.9053 0.653
C 0.4449 -0.2620 -1.6786 0.182
C 0.6588 0.9442 -0.6983 0.251
C -0.3123 2.1358 -0.9035 -0.032
H -4.0087 0.2510 -0.8120 0.006
H -2.0905 1.0384 -2.4401 -0.006
H -2.7214 -0.5814 0.0665 -0.050
H -0.6428 2.1436 -1.9946 -0.001
H -1.3000 2.9920 0.8180 0.000
H -3.4053 1.9157 0.7581 0.003
H 0.3138 3.0471 -0.7756 -0.003
H 0.5617 0.5213 0.3175 -0.202
H 0.9511 -1.1299 -1.1607 -0.055
H 1.6991 1.2975 -0.8260 0.020
H -2.8649 -0.5412 -2.5925 0.026
H -1.0515 -1.7963 -1.8980 -0.107
P -0.7236 1.7671 -3.8957 0.010
C -0.7885 3.5099 -4.4179 0.002
C -1.6663 0.8691 -5.1685 -0.001
P 1.3883 -0.3215 -3.2027 0.094
C 1.0120 1.2107 -4.1197 -0.007
C 0.8174 -1.7506 -4.1459 0.000
C 3.1671 -0.3840 -3.1442 0.008
H 0.1197 4.0468 -4.0790 0.000
H -1.6683 3.9674 -3.9386 0.000
H -0.8868 3.5528 -5.5134 0.000
H -1.3494 1.2218 -6.1610 0.000
H -2.7281 1.1038 -5.0119 0.003
H -1.5387 -0.2194 -5.0629 0.001
H 3.5795 -0.1531 -4.1412 0.003
H 3.5230 -1.3760 -2.8555 -0.001
H 3.5809 0.3363 -2.4477 0.001
H 1.6794 2.0159 -3.7441 0.001
H 1.1818 1.0282 -5.1987 0.001
H 1.5727 -2.5380 -4.0550 0.001
H 0.6718 -1.4759 -5.2113 -0.002
H -0.1187 -2.1372 -3.7352 -0.013
C 2.5735 3.0178 3.5690 -0.001
C 2.2058 1.6159 3.2337 0.000
O 3.0747 0.7511 2.8816 -0.005
H 3.5002 3.3777 3.0989 0.000
H 2.6071 3.1213 4.6558 0.000
H 1.7219 3.6321 3.2240 -0.001
```

Gap between HOMO and LUMO (alpha / beta)   6.03 / 3.99 eV
Net charge   +1
Expectation value of S²   2.195
Multiplicity   3
LUMO level (alpha / beta)   -3.02 / -3.58 eV
Energy   -2821.667840 Eh
Relative energy (zero: lowest compared OMol25 entry of this formula, charge and spin)   378.5 kJ/mol